## 1
Molecular formula: C4H4N2O
Method: DFT, ωB97M-V/def2-TZVPD

Each line ends with the Mulliken charge.
Positions of all 11 atoms, in Å:
O: -3.096 -0.690 -0.909  -0.413
C: -1.980 -0.422 -0.672  0.504
C: -0.739 -0.106 -0.357  0.208
C: -0.162 1.238 -0.293  -0.215
N: 1.031 1.246 0.151  -0.530
C: 1.392 -0.120 0.489  -0.346
N: 0.333 -1.007 -0.056  -0.416
H: 1.471 -0.192 1.585  0.282
H: -0.676 2.146 -0.598  0.402
H: 2.371 -0.363 0.062  0.247
H: 0.055 -1.729 0.597  0.277

Computed properties:
* SMILES: O=C=C1C=NCN1
* orbital gap: 8.5 eV
* HOMO energy: -7.9694 eV

---

## 2
Molecular formula: C4H4N2O
Method: DFT, ωB97M-V/def2-TZVPD

Each line ends with the Mulliken charge.
Positions of all 11 atoms, in Å:
C: -0.829 0.818 0.166  -0.476
C: 0.272 0.756 -0.920  -0.421
C: 0.526 -0.741 -0.465  0.221
C: -0.307 -0.486 0.626  0.350
H: -0.435 1.824 0.585  0.170
H: -1.785 0.849 -0.109  0.341
H: -0.149 0.504 -1.813  0.269
H: 0.972 1.579 -0.743  0.368
N: 1.156 -1.803 -0.134  -0.370
N: -0.117 -1.165 1.751  -0.402
O: 0.697 -2.134 1.058  -0.049

Computed properties:
* SMILES: C1Cc2nonc21
* orbital gap: 10.6 eV
* HOMO energy: -10.4031 eV

---

## 3
Molecular formula: C4H4N2O
Method: DFT, ωB97M-V/def2-TZVPD

Each line ends with the Mulliken charge.
Positions of all 11 atoms, in Å:
O: 2.284 -1.156 0.664  -0.556
C: 1.263 -0.760 0.146  0.424
C: 1.067 0.615 -0.349  -0.376
C: -0.143 1.157 -0.141  -0.177
N: -1.194 0.325 0.208  -0.162
C: -1.012 -1.028 0.034  -0.001
N: 0.135 -1.591 -0.033  -0.456
H: 1.897 1.166 -0.770  0.342
H: -0.388 2.205 -0.292  0.371
H: -1.998 0.670 0.705  0.230
H: -1.911 -1.604 -0.174  0.362

Computed properties:
* SMILES: O=c1cc[nH]cn1
* orbital gap: 9.9 eV
* HOMO energy: -9.4154 eV

---

## 4
Molecular formula: C4H4N2O
Method: DFT, ωB97M-V/def2-TZVPD

Each line ends with the Mulliken charge.
Positions of all 11 atoms, in Å:
O: 2.089 -0.936 0.835  -0.450
C: 1.494 -1.004 -0.215  -0.086
C: 0.976 1.625 -0.265  -0.451
C: -0.263 1.426 0.134  0.094
N: -1.160 0.377 0.301  -0.161
C: -0.906 -0.931 -0.043  0.122
N: 0.196 -1.473 -0.346  -0.417
H: 1.979 -0.794 -1.185  0.436
H: -0.627 2.436 0.366  0.318
H: -2.125 0.622 0.452  0.255
H: -1.815 -1.535 -0.068  0.341

Computed properties:
* orbital gap: 8.7 eV
* HOMO energy: -9.5822 eV

---

Stability ranking, top entry: 3; the second entry is 137.6 kJ/mol less favorable.

---

## 1
Molecular formula: C4H4N2O
Method: DFT, ωB97M-V/def2-TZVPD

Each line ends with the Mulliken charge.
Positions of all 11 atoms, in Å:
O: 1.851 -0.259 -2.089  -0.511
C: 0.692 -0.204 -1.742  -0.101
C: 0.148 -0.132 -0.383  0.466
C: -1.193 0.049 -0.144  -0.255
N: -1.452 0.268 1.172  -0.593
C: -0.271 0.216 1.749  -0.141
N: 0.735 -0.027 0.873  -0.072
H: -0.133 -0.163 -2.491  0.262
H: -1.971 0.037 -0.896  0.366
H: -0.106 0.370 2.809  0.373
H: 1.700 -0.154 1.143  0.207

Computed properties:
* SMILES: O=Cc1cnc[nH]1
* orbital gap: 10.0 eV
* HOMO energy: -9.5867 eV

---

## 2
Molecular formula: C4H4N2O
Method: DFT, ωB97M-V/def2-TZVPD

Each line ends with the Mulliken charge.
Positions of all 11 atoms, in Å:
C: 1.181 1.329 -0.422  0.117
C: -0.368 -0.513 -0.825  -0.192
C: -1.277 -1.196 -0.075  -0.419
C: -0.149 -0.015 1.316  0.074
H: 1.268 1.354 -1.514  0.299
H: -0.045 -0.748 -1.854  0.288
H: -1.859 -1.897 -0.561  0.390
H: 0.328 0.247 2.266  0.346
N: 0.313 0.246 0.081  0.076
N: -1.111 -0.881 1.311  -0.590
O: 1.720 2.074 0.276  -0.390

Computed properties:
* SMILES: O=Cn1ccnc1
* orbital gap: 10.2 eV
* HOMO energy: -9.4832 eV

---

## 3
Molecular formula: C4H4N2O
Method: DFT, ωB97M-V/def2-TZVPD

Each line ends with the Mulliken charge.
Positions of all 11 atoms, in Å:
C: -1.643 -0.116 -0.702  0.371
C: 0.551 -0.918 0.013  -0.322
C: 1.566 -0.179 0.703  -0.411
C: 0.182 1.226 0.243  -0.041
H: -1.377 -1.307 -0.979  0.124
H: 0.371 -1.963 -0.096  0.308
H: 2.351 -0.725 0.936  0.487
H: -0.265 2.198 0.089  0.392
N: -0.428 0.140 -0.151  0.159
N: 1.420 1.095 0.707  -0.556
O: -2.727 0.550 -0.761  -0.511

Computed properties:
* orbital gap: 9.2 eV
* HOMO energy: -9.4328 eV

---

## 4
Molecular formula: C4H4N2O
Method: DFT, ωB97M-V/def2-TZVPD

Each line ends with the Mulliken charge.
Positions of all 11 atoms, in Å:
C: -0.760 0.820 -0.335  -0.185
C: 0.560 1.324 0.140  -0.168
C: 0.224 -1.430 -0.050  -0.190
C: -0.858 -0.487 0.445  0.145
H: -0.348 0.584 -1.390  0.295
H: 0.912 2.548 0.103  0.267
H: 0.285 -2.429 -0.432  0.471
H: -0.831 -0.297 1.680  0.252
N: 1.474 0.409 0.104  -0.158
N: 1.438 -0.915 -0.156  -0.383
O: -2.095 -0.126 -0.108  -0.346

Computed properties:
* SMILES: C1=NN=C[C@@H]2O[C@@H]12
* orbital gap: 9.2 eV
* HOMO energy: -9.5892 eV

---

Stability ranking, top entry: 1; the second entry is 63.9 kJ/mol less favorable.

---

## 1
Molecular formula: NO4P
Method: DFT, ωB97M-V/def2-TZVPD

Each line ends with the Mulliken charge.
Positions of all 6 atoms, in Å:
N: -0.414 0.257 1.069  0.165
O: -0.570 -0.251 -1.874  -0.494
O: 1.808 0.291 -1.484  -0.495
O: 0.190 -0.317 2.017  -0.513
O: -1.641 0.537 1.252  -0.559
P: 0.627 -0.516 -0.980  -0.104

Computed properties:
* total charge: -2
* orbital gap: 6.6 eV
* HOMO energy: 1.0672 eV

---

## 2
Molecular formula: NO4P
Method: DFT, ωB97M-V/def2-TZVPD

Each line ends with the Mulliken charge.
Positions of all 6 atoms, in Å:
N: -1.048 -0.004 -0.566  -0.089
O: 0.833 1.488 0.059  -0.838
O: 1.303 -0.756 -1.076  -0.768
O: -2.103 0.097 0.108  -0.417
O: 0.417 -0.745 1.418  -0.797
P: 0.598 -0.079 0.057  0.909

Computed properties:
* total charge: -2
* SMILES: O=NP(=O)([O-])[O-]
* orbital gap (alpha / beta): 6.6 / 6.7 eV
* HOMO energy (alpha / beta): 1.0565 / 0.9659 eV

---

Stability ranking, top entry: 2; the second entry is 100.2 kJ/mol less favorable.

---

## 1
Molecular formula: C4H10N4
Method: DFT, ωB97M-V/def2-TZVPD

Each line ends with the Mulliken charge.
Positions of all 18 atoms, in Å:
C: 0.373 -1.493 0.256  -0.815
C: -1.340 0.245 -0.440  0.108
C: 0.528 1.559 0.140  0.438
C: 1.710 1.945 -0.764  -0.950
H: 0.542 -2.551 -0.041  0.343
H: 1.112 -0.882 -0.294  0.202
H: 0.594 -1.336 1.296  0.343
H: -2.023 -2.234 1.149  0.249
H: -1.906 -2.800 -0.421  0.249
H: -2.374 0.229 -0.761  0.427
H: 2.548 2.135 -0.070  0.319
H: 1.475 2.794 -1.432  0.319
H: 1.989 1.095 -1.474  0.202
H: -0.257 1.394 1.866  0.301
N: -0.963 -1.053 -0.088  0.205
N: -1.996 -1.965 0.146  -0.772
N: -0.694 1.357 -0.499  -0.541
N: 0.681 1.561 1.431  -0.626

Computed properties:
* SMILES: [H]/N=C(C)\N=C/N(C)N
* orbital gap: 9.7 eV
* HOMO energy: -9.0248 eV

---

## 2
Molecular formula: C4H10N4
Method: DFT, ωB97M-V/def2-TZVPD

Each line ends with the Mulliken charge.
Positions of all 18 atoms, in Å:
C: -0.036 1.531 -0.045  -0.332
C: 0.167 -0.040 -0.328  0.398
C: -0.810 -1.154 -0.665  -0.289
C: 3.167 -0.415 0.342  -0.269
H: -1.736 2.626 -0.171  0.276
H: -1.953 1.040 0.752  0.271
H: 0.293 2.301 -0.875  0.331
H: 0.440 1.691 1.118  0.183
H: -0.304 -2.123 -0.856  0.274
H: -1.486 -0.881 -1.692  0.202
H: -2.946 -1.220 -0.095  0.266
H: -1.866 -1.934 1.474  0.233
H: 2.630 -1.348 0.601  0.289
H: 4.030 -0.200 1.178  0.223
N: -1.524 1.459 -0.107  -0.585
N: -1.882 -1.238 0.416  -0.649
N: 1.363 -0.520 -0.698  -0.406
N: 2.453 0.426 -0.350  -0.415

Computed properties:
* SMILES: C=NN=C(CN)CN
* orbital gap: 9.5 eV
* HOMO energy: -8.9659 eV

---

## 3
Molecular formula: C4H10N4
Method: DFT, ωB97M-V/def2-TZVPD

Each line ends with the Mulliken charge.
Positions of all 18 atoms, in Å:
C: -1.201 1.238 0.741  -0.814
C: 1.710 0.125 1.573  -0.463
C: -1.382 -0.041 0.653  -0.003
C: 1.532 0.498 0.338  -0.381
N: -1.186 -1.964 -0.574  -0.826
N: 0.146 0.591 -1.857  -0.558
N: -0.540 -0.901 -0.067  0.640
N: 0.455 -0.376 -0.776  -0.333
H: -1.826 1.779 1.277  0.388
H: -0.285 1.741 0.390  0.190
H: 2.557 0.571 2.158  0.267
H: 0.963 -0.604 1.966  0.245
H: -2.150 -0.605 1.188  0.388
H: 2.197 1.036 -0.325  0.315
H: -1.648 -1.880 -1.502  0.237
H: -0.430 -2.684 -0.612  0.255
H: 0.344 0.102 -2.683  0.232
H: 0.745 1.375 -1.889  0.220

Computed properties:
* SMILES: C=CN(N)N(N)C=C
* orbital gap: 9.0 eV
* HOMO energy: -7.9200 eV

---

Stability ranking, top entry: 1; the second entry is 441.1 kJ/mol less favorable.